Record 1
Here is a cluster of 13 separate species, C54H105NO19 in total from OMol25. Energies are from ωB97M-V/def2-TZVPD.

Geometry as ORCA input:
```
! RIJCOSX wB97M-V def2-TZVPD def2/J DEFGRID3
* xyz 0 1
C -5.427 -2.414 5.663
C -5.570 -2.875 4.063
C -5.282 -1.602 3.063
O -5.422 -0.371 3.595
O -4.851 -1.732 1.631
C -3.589 -2.531 1.756
C -2.518 -2.243 0.540
C -1.024 -2.591 1.125
O -0.412 -1.738 2.154
C -0.345 -0.326 1.749
C 1.188 0.301 1.817
N 1.753 0.373 3.224
C 1.890 1.859 3.616
C 3.308 2.527 3.090
C 4.347 1.383 2.450
O 4.006 3.010 4.327
O -1.309 -3.839 1.910
C -1.314 -4.915 0.868
O -1.738 -6.182 1.042
O -0.727 -4.401 -0.411
C 0.102 -3.267 0.112
C 0.723 -2.236 -1.000
C 2.351 -2.296 -1.179
C 3.197 -2.568 0.198
C 3.602 -4.179 0.193
C 4.556 -1.667 0.366
H -4.590 -1.578 5.773
H -5.101 -3.405 6.244
H -6.458 -2.053 6.102
H -4.805 -3.770 3.940
H -6.692 -3.202 3.902
H -3.945 -3.660 1.779
H -3.142 -2.214 2.816
H -2.638 -1.090 0.255
H -2.822 -2.842 -0.422
H -0.744 -0.096 0.673
H -1.002 0.332 2.491
H 1.908 -0.243 1.045
H 1.094 1.417 1.407
H 1.014 -0.012 3.854
H 1.904 1.853 4.807
H 0.940 2.478 3.308
H 3.170 3.401 2.321
H 3.968 0.984 1.415
H 5.420 1.886 2.388
H 4.399 0.495 3.236
H 4.255 2.133 4.785
H 0.801 -3.833 0.859
H 0.261 -2.563 -2.051
H 0.427 -1.111 -0.860
H 2.683 -1.216 -1.564
H 2.694 -3.038 -2.048
H 2.559 -2.412 1.186
H 3.344 -4.657 1.236
H 2.936 -4.686 -0.639
H 4.731 -4.353 -0.120
H 4.612 -1.233 1.472
H 4.630 -0.798 -0.439
H 5.534 -2.317 0.223
C 1.965 -1.615 -5.768
C 3.092 -0.941 -5.033
O 2.980 -0.614 -3.853
C 4.363 -0.682 -5.798
H 1.112 -1.737 -5.091
H 1.653 -0.999 -6.615
H 2.283 -2.602 -6.112
H 4.158 -0.025 -6.647
H 4.788 -1.628 -6.143
H 5.088 -0.191 -5.142
C 6.219 4.242 -6.586
C 5.767 3.151 -5.653
O 5.278 2.107 -6.081
C 5.937 3.386 -4.176
H 6.036 3.934 -7.621
H 5.655 5.157 -6.389
H 7.290 4.420 -6.459
H 5.360 4.263 -3.871
H 6.995 3.526 -3.942
H 5.568 2.515 -3.625
C -6.957 -0.744 0.199
C -6.856 -0.630 -1.298
O -5.775 -0.434 -1.852
C -8.128 -0.764 -2.092
H -5.962 -0.627 0.641
H -7.607 0.043 0.589
H -7.347 -1.729 0.471
H -8.830 0.023 -1.804
H -8.569 -1.749 -1.922
H -7.902 -0.660 -3.159
C -4.835 1.609 -3.598
C -5.254 2.533 -4.710
O -6.303 2.355 -5.327
C -4.339 3.682 -5.039
H -5.591 0.827 -3.472
H -3.881 1.137 -3.847
H -4.750 2.168 -2.663
H -3.363 3.302 -5.352
H -4.233 4.333 -4.168
H -4.769 4.264 -5.862
C 6.742 -7.973 1.275
C 6.679 -6.489 1.518
O 7.340 -5.703 0.841
C 5.776 -6.004 2.620
H 7.433 -8.177 0.451
H 7.107 -8.481 2.172
H 5.752 -8.348 1.002
H 6.098 -6.423 3.576
H 4.743 -6.290 2.407
H 5.831 -4.911 2.680
C 2.346 -3.918 6.011
C 2.448 -3.803 4.513
O 3.528 -3.607 3.959
C 1.176 -3.938 3.719
H 3.342 -3.801 6.452
H 1.696 -3.131 6.400
H 1.957 -4.902 6.282
H 0.474 -3.151 4.007
H 0.734 -4.923 3.889
H 1.401 -3.833 2.652
C -11.547 1.501 -5.298
C -10.202 1.402 -4.629
O -10.039 0.715 -3.622
C -9.065 2.176 -5.240
H -12.271 0.890 -4.749
H -11.889 2.539 -5.294
H -11.480 1.127 -6.323
H -9.296 3.244 -5.232
H -8.887 1.832 -6.262
H -8.156 2.011 -4.652
C 4.019 6.492 -0.246
C 3.290 5.359 -0.918
O 3.766 4.785 -1.896
C 1.958 4.955 -0.346
H 4.965 6.674 -0.767
H 3.414 7.402 -0.293
H 4.235 6.231 0.793
H 1.261 5.796 -0.397
H 2.082 4.625 0.689
H 1.548 4.125 -0.931
C 8.932 8.389 -6.271
C 8.480 7.298 -5.338
O 7.990 6.254 -5.766
C 8.649 7.534 -3.861
H 8.748 8.081 -7.305
H 8.368 9.304 -6.073
H 10.003 8.567 -6.143
H 8.073 8.410 -3.556
H 9.708 7.673 -3.626
H 8.280 6.662 -3.309
C 3.001 -1.939 10.260
C 2.272 -3.072 9.588
O 2.748 -3.646 8.610
C 0.940 -3.476 10.160
H 3.947 -1.757 9.740
H 2.396 -1.029 10.213
H 3.217 -2.200 11.299
H 0.244 -2.635 10.110
H 1.064 -3.806 11.195
H 0.530 -4.306 9.575
C -8.493 -0.222 9.615
C -7.351 -0.394 8.650
O -6.869 -1.502 8.422
C -6.820 0.843 7.975
H -8.771 -1.198 10.025
H -8.189 0.430 10.438
H -9.358 0.199 9.095
H -6.442 1.542 8.725
H -7.610 1.310 7.382
H -5.998 0.567 7.306
C -2.700 1.385 -7.977
C -2.635 2.806 -8.469
O -2.873 3.753 -7.720
C -2.270 3.025 -9.913
H -2.975 1.381 -6.917
H -3.457 0.832 -8.537
H -1.722 0.910 -8.086
H -3.008 2.544 -10.560
H -1.273 2.622 -10.109
H -2.262 4.099 -10.127
*
```

Computed properties:
**Gap between HOMO and LUMO**: 9.356 eV
**E_HOMO**: -9.0 eV
**E_LUMO**: 0.325 eV

Here are the Mulliken charges for atoms 1 to 4, given in e:
1 C -0.740
2 C -0.202
3 C 0.506
4 O -0.577

=====

Record 2
Here is a cluster of 8 separate species, C54H113F2N11O4S2 in total from OMol25. Energies are from ωB97M-V/def2-TZVPD.

Geometry as ORCA input:
```
! RIJCOSX wB97M-V def2-TZVPD def2/J DEFGRID3
* xyz 7 2
C 4.140 2.377 -21.879
C 4.195 2.146 -23.390
C 5.326 1.381 -24.008
C 5.323 1.396 -25.534
N 6.324 0.359 -26.200
C 6.408 0.651 -27.726
C 6.988 -0.626 -28.359
C 6.565 -1.761 -27.390
C 5.757 -1.077 -26.159
C 7.729 0.461 -25.561
H 4.921 3.055 -21.533
H 4.269 1.469 -21.290
H 3.220 2.886 -21.593
H 4.254 3.136 -23.841
H 3.257 1.758 -23.788
H 5.267 0.357 -23.640
H 6.278 1.762 -23.641
H 5.542 2.366 -25.979
H 4.315 1.186 -25.892
H 7.003 1.543 -27.924
H 5.416 0.812 -28.148
H 8.070 -0.633 -28.483
H 6.515 -0.780 -29.329
H 7.400 -2.341 -26.998
H 5.931 -2.477 -27.913
H 6.054 -1.494 -25.197
H 4.668 -1.082 -26.112
H 7.860 0.113 -24.536
H 7.968 1.521 -25.647
H 8.391 -0.095 -26.225
C 7.578 4.747 -23.890
C 8.123 6.010 -23.333
C 9.390 5.800 -22.356
C 10.804 6.050 -23.021
N 11.923 5.777 -22.050
C 11.994 6.742 -20.803
C 13.328 7.595 -20.987
C 13.551 7.441 -22.444
C 13.227 6.034 -22.755
C 12.002 4.213 -21.622
H 6.958 4.300 -23.114
H 8.379 4.085 -24.218
H 6.876 4.896 -24.710
H 7.294 6.460 -22.788
H 8.298 6.655 -24.194
H 9.314 4.747 -22.085
H 9.199 6.293 -21.403
H 10.920 7.084 -23.346
H 11.025 5.343 -23.819
H 11.899 6.372 -19.782
H 11.136 7.406 -20.905
H 14.012 7.179 -20.247
H 13.091 8.650 -20.842
H 14.594 7.684 -22.648
H 13.024 8.059 -23.171
H 14.001 5.440 -22.269
H 13.167 5.827 -23.823
H 11.091 3.905 -21.108
H 12.988 4.042 -21.192
H 12.159 3.729 -22.586
C 11.575 1.960 -17.650
C 12.326 1.825 -18.922
C 13.579 0.934 -18.707
C 14.574 0.793 -19.812
N 15.743 -0.243 -19.679
C 16.756 0.182 -18.616
C 17.905 0.891 -19.407
C 17.459 0.832 -20.933
C 16.549 -0.387 -20.977
C 15.232 -1.645 -19.278
H 10.540 2.158 -17.926
H 11.949 2.816 -17.087
H 11.711 1.100 -16.994
H 12.470 2.878 -19.166
H 11.654 1.464 -19.701
H 13.193 -0.068 -18.519
H 14.051 1.172 -17.754
H 14.974 1.780 -20.045
H 14.070 0.442 -20.713
H 17.033 -0.674 -18.001
H 16.193 0.777 -17.897
H 18.845 0.357 -19.268
H 17.944 1.926 -19.065
H 18.331 0.705 -21.575
H 16.936 1.722 -21.284
H 17.144 -1.298 -20.912
H 15.931 -0.475 -21.871
H 15.985 -2.433 -19.309
H 14.682 -1.892 -20.186
H 14.637 -1.616 -18.364
C 6.651 -0.075 -15.414
C 6.232 -1.555 -15.071
C 7.131 -2.556 -15.813
C 6.342 -3.784 -16.359
N 7.121 -4.621 -17.488
C 7.326 -3.831 -18.822
C 7.434 -4.910 -19.928
C 6.763 -6.184 -19.332
C 6.283 -5.853 -17.898
C 8.513 -5.081 -16.937
H 6.310 0.138 -16.427
H 7.724 0.115 -15.387
H 6.272 0.684 -14.730
H 5.202 -1.600 -15.423
H 6.115 -1.781 -14.011
H 7.978 -2.881 -15.207
H 7.494 -2.090 -16.729
H 5.343 -3.603 -16.757
H 6.031 -4.424 -15.533
H 8.165 -3.141 -18.734
H 6.455 -3.221 -19.061
H 8.442 -5.060 -20.317
H 7.037 -4.541 -20.873
H 7.466 -7.017 -19.303
H 5.889 -6.446 -19.928
H 6.396 -6.702 -17.224
H 5.243 -5.558 -18.040
H 8.330 -5.780 -16.121
H 9.018 -4.207 -16.525
H 9.033 -5.520 -17.788
C 8.073 2.299 -20.117
C 6.950 1.351 -19.609
N 6.972 0.141 -20.330
C 5.923 -0.748 -20.576
C 6.385 -1.710 -21.465
N 7.717 -1.484 -21.698
C 8.066 -0.390 -21.014
C 8.575 -2.348 -22.497
H 8.068 2.355 -21.205
H 9.076 2.055 -19.767
H 8.031 3.304 -19.696
H 5.994 1.794 -19.886
H 6.822 1.105 -18.555
H 4.923 -0.682 -20.176
H 5.801 -2.508 -21.897
H 9.096 -0.064 -20.981
H 8.575 -2.116 -23.562
H 8.289 -3.363 -22.220
H 9.625 -2.352 -22.205
C 11.613 -6.812 -27.110
C 10.806 -5.448 -27.037
N 11.602 -4.578 -26.237
C 12.938 -4.269 -26.495
C 13.470 -3.330 -25.627
N 12.337 -3.006 -24.848
C 11.203 -3.729 -25.204
C 12.350 -2.031 -23.749
H 12.517 -6.798 -27.719
H 10.986 -7.497 -27.679
H 11.941 -7.054 -26.098
H 9.860 -5.607 -26.520
H 10.677 -4.972 -28.009
H 13.423 -4.905 -27.221
H 14.453 -2.888 -25.567
H 10.203 -3.736 -24.798
H 11.480 -1.375 -23.757
H 13.235 -1.413 -23.900
H 12.388 -2.569 -22.802
C 9.366 5.793 -18.193
C 8.097 5.709 -17.264
N 6.840 5.827 -18.045
C 6.643 6.474 -19.317
C 5.411 6.126 -19.736
N 4.716 5.575 -18.655
C 5.591 5.389 -17.668
C 3.308 5.203 -18.732
H 9.756 6.808 -18.268
H 9.204 5.494 -19.228
H 10.278 5.378 -17.764
H 8.178 6.238 -16.314
H 8.015 4.636 -17.096
H 7.451 6.954 -19.850
H 4.902 6.272 -20.677
H 5.315 4.909 -16.741
H 3.072 4.545 -19.568
H 2.685 6.095 -18.813
H 3.047 4.664 -17.822
N 3.678 -3.064 -21.263
S 3.193 -3.310 -19.923
O 1.777 -3.497 -19.759
O 4.005 -2.737 -18.830
F 3.747 -4.792 -19.679
S 2.502 -1.938 -21.745
O 2.142 -0.893 -20.806
O 1.539 -2.357 -22.720
F 3.376 -1.050 -22.773
*
```

Computed properties:
**Gap between HOMO and LUMO (spin up / spin down)**: 8.972 / 4.661 eV
**E_HOMO (spin up / spin down)**: -23.3 / -23.3 eV
**E_LUMO (spin up / spin down)**: -14.340 / -18.652 eV

Here are the Mulliken charges for atoms 1 to 4, given in e:
1 C -0.496
2 C -1.165
3 C 1.551
4 C -1.537